[1]
Computed, not measured: a cluster of 2 separate species, CHF3O2S in total in a non-equilibrium geometry, with ωB97M-V/def2-TZVPD.

```
8
Properties=species:S:1:pos:R:3:lowdin_charge:R:1
S -0.05999 0.91818 0.60631 0.8468
F -1.85936 -0.89665 1.42985 0.0093
F -1.25774 -0.87760 -0.80754 -0.1914
F -3.13019 0.36231 0.40594 0.0215
O 0.66554 0.64755 1.80362 -0.3472
O 0.26570 2.10108 -0.11902 -0.3364
C -2.09088 0.39614 1.27555 -0.1731
H -2.22082 -1.09306 -0.49203 0.1705
```

Results
energy above the lowest of the compared OMol25 structures with the same formula, charge and spin	362.2	kJ/mol
LUMO	-2.03	eV
highest occupied orbital energy	-10.68	eV
SMILES string	O=S(=O)=C(F)F.F
DFT total energy	-886.826451	hartree
spin multiplicity	1
gap between HOMO and LUMO	8.65	eV


[2]
Computed, not measured: a cluster of 7 separate species, C30H71IO15Si in total in a non-equilibrium geometry, with ωB97M-V/def2-TZVPD.

```
118
Properties=species:S:1:pos:R:3:lowdin_charge:R:1
I -1.58061 -1.57640 -2.55741 0.8558
Si 1.93130 0.88850 -2.07429 0.5466
O -0.26610 -0.30419 -6.85943 -0.2083
O 2.01170 -4.69407 3.55232 -0.2076
O 3.64614 -8.74851 3.92605 -0.1937
O -2.09744 1.18972 -3.19447 -0.2217
O 2.28468 2.27596 8.11520 -0.1948
O 6.20998 -8.28052 5.35528 -0.1953
O -0.05757 2.39755 -3.32829 -0.0687
O -2.56833 -0.66656 -8.70427 -0.1937
O -2.19052 3.75601 -3.11384 0.0407
O -7.63880 1.92898 -2.04061 -0.1947
O 1.79204 0.19631 6.04944 -0.2123
O -1.46610 8.30498 -1.31154 -0.1960
O 1.75233 -1.92930 2.49224 -0.2064
O -3.76832 7.94260 -3.15637 -0.1958
O -5.03665 1.48919 -0.67299 -0.1935
C -1.46969 0.46993 -6.83902 -0.1860
C 3.11000 1.12954 7.88540 -0.1933
C 2.59456 2.71913 -1.90195 -0.2238
C 0.33599 -2.06880 2.51838 -0.1008
C -2.66867 -0.35727 -7.31052 -0.1875
C -2.66969 9.07909 -1.29113 -0.1963
C -1.14357 0.54423 -2.23183 -0.6328
C -7.25863 0.98519 -3.03547 -0.1106
C 3.19450 -0.01130 -3.27771 -0.2208
C 2.35308 -2.28039 3.74287 -0.1899
C 1.02764 1.13786 5.30501 -0.1064
C 1.04870 1.93335 8.73257 -0.1103
C 0.24183 0.98264 -2.99110 -0.3506
C -4.44094 2.45853 -1.52838 -0.1073
C 1.92182 -5.19608 2.22382 -0.1084
C -1.54157 2.58313 -3.21580 -0.2135
C 1.88789 0.01462 -0.35992 -0.2096
C -3.35726 6.59834 -3.38035 -0.1212
C -3.86867 8.25190 -1.76263 -0.1948
C -7.48001 1.41209 -0.71550 -0.1950
C -0.64123 8.62209 -2.42690 -0.1120
C 3.33272 -9.77881 4.85623 -0.1113
C 4.01835 -7.52841 4.57499 -0.1854
C 5.53473 -7.32044 4.53642 -0.1918
C -2.15726 -2.01082 -8.92824 -0.1108
C 0.55877 0.01292 -7.97479 -0.1078
C 3.07745 0.70972 6.41339 -0.1950
C 3.00005 -3.66647 3.67682 -0.1922
C -6.22576 1.97994 -0.04576 -0.1947
C 6.81036 -9.31623 4.58520 -0.1119
H 2.52909 3.20302 -2.98656 0.0602
H -6.27137 0.55984 -2.83176 0.0828
H 1.82760 -4.38767 1.49258 0.0838
H 0.32122 0.27236 -3.91964 0.1088
H -2.97218 -2.69485 -8.67320 0.0865
H 2.62455 -0.94502 -3.70290 0.0453
H -2.56049 9.99110 -1.89061 0.1237
H 2.80397 -5.80137 1.99531 0.0813
H 1.01131 0.99882 -7.83334 0.0871
H -2.46546 6.34624 -2.80117 0.0714
H 1.03376 -5.82987 2.15562 0.0940
H 1.00118 2.11490 5.79675 0.0852
H 0.03284 -3.04654 2.90107 0.0870
H 0.39993 2.81373 8.71150 0.0900
H 2.17408 0.84357 0.44855 0.0629
H 0.00403 0.76262 5.22514 0.0883
H 5.76404 -6.33319 4.95102 0.1205
H 3.40194 0.77969 -4.13548 0.0557
H 6.10445 -9.75274 3.87426 0.0828
H 1.35509 -0.73347 -8.03615 0.0892
H 1.88517 3.31732 -1.18748 0.0520
H -0.03710 -1.96517 1.49541 0.0730
H 2.37583 -9.56304 5.34059 0.0870
H 0.15509 7.87570 -2.48826 0.0885
H -8.00245 0.18493 -3.09140 0.0856
H 3.53243 -3.85050 4.61573 0.1214
H 2.74145 -0.81473 -0.26439 0.0670
H -4.17218 5.91431 -3.12531 0.0838
H -5.16825 2.88697 -2.22248 0.0936
H 3.79710 -0.10180 6.26377 0.1185
H -1.63677 0.76914 -5.79911 0.1036
H 1.22109 1.65154 9.77560 0.0869
H -6.24393 3.07642 -0.04067 0.1251
H -7.46096 0.31542 -0.72120 0.1238
H 5.91022 -7.34852 3.50645 0.1252
H 3.13372 -1.53790 3.93894 0.1189
H -0.18869 9.60799 -2.28545 0.0850
H 4.17809 -0.28975 -2.69484 0.0524
H 1.44375 1.24083 4.29851 0.0864
H -6.19892 1.63934 0.99463 0.1205
H -3.98655 3.25272 -0.92852 0.0932
H -3.57819 0.23910 -7.18297 0.1253
H 3.69598 2.61855 -1.50946 0.0541
H -2.77769 -1.26970 -6.71202 0.1234
H 3.72952 -3.72183 2.85958 0.1267
H 4.11454 -9.89017 5.61351 0.0835
H 0.86749 -0.48044 -0.07172 0.0211
H 2.81915 0.29819 8.53876 0.1254
H -7.22211 1.49871 -3.99980 0.0893
H -0.10308 -1.27661 3.13212 0.0833
H -3.97769 7.33947 -1.16413 0.1238
H -3.65516 1.96627 -2.10858 0.0513
H -8.35790 1.73014 -0.14366 0.1212
H -1.45526 1.07026 -1.22625 0.1514
H 7.14480 -10.10144 5.26931 0.0892
H 1.62297 -2.22486 4.55925 0.1245
H 3.24457 -10.72073 4.30850 0.0885
H -1.20565 8.60448 -3.36405 0.0841
H 4.13371 1.41890 8.14507 0.1228
H 3.53826 -6.71518 4.02089 0.0988
H -2.83677 9.37831 -0.25121 0.1203
H -3.12516 6.48394 -4.44310 0.0921
H 7.68117 -8.92387 4.05154 0.0859
H -0.00565 -0.00469 -8.91194 0.0851
H -1.92516 -2.12523 -9.99099 0.0895
H -1.26546 -2.26293 -8.34906 0.0822
H 0.54557 1.11868 8.20581 0.0823
H -1.36049 1.38194 -7.43851 0.1300
H -4.77819 8.84827 -1.63508 0.1209
H 3.36751 1.54179 5.76024 0.1272
H 3.64338 -7.50117 5.60539 0.1303
```

Results
energy above the lowest of the compared OMol25 structures with the same formula, charge and spin	423.8	kJ/mol
LUMO	-0.40	eV
highest occupied orbital energy	-8.97	eV
SMILES string	C[Si](C)(C)[C@@H]1OC(=O)O[C@H]1I.COCCOC.COCCOC.COCCOC.COCCOC.COCCOC.COCCOC
DFT total energy	-2901.039115	hartree
spin multiplicity	1
gap between HOMO and LUMO	8.57	eV


[3]
Computed, not measured: the ion C5H8NS with charge +1 in a non-equilibrium geometry, with ωB97M-V/def2-TZVPD.

```
15
Properties=species:S:1:pos:R:3:lowdin_charge:R:1
S -0.00053 1.02515 1.40284 0.9447
N 0.51777 -1.57954 1.30226 0.0536
C 0.16277 2.03527 -0.16353 -0.4891
C -0.85647 -0.80709 -0.54266 0.0333
C 0.53489 1.14097 -1.31547 0.0994
C 0.92644 -2.23006 2.28479 0.0990
C -0.23074 -0.64940 0.69006 -0.5720
H -0.79667 2.67588 -0.30874 0.1090
H -0.59450 -1.73902 -0.94178 0.0650
H -1.91234 -0.54587 -0.58840 0.1018
H 0.53014 -2.25128 3.34507 0.1422
H 0.01057 1.43007 -2.20394 0.0849
H 1.01589 2.88149 0.00627 0.1489
H 1.85031 -2.68994 2.11958 0.0861
H 1.49115 0.65563 -1.17337 0.0933
```

Results
energy above the lowest of the compared OMol25 structures with the same formula, charge and spin	441.5	kJ/mol
LUMO (alpha / beta)	-6.02 / -6.02	eV
highest occupied orbital energy (alpha / beta)	-13.46 / -13.46	eV
DFT total energy	-647.830092	hartree
charge	+1
spin multiplicity	1
gap between HOMO and LUMO (alpha / beta)	7.44 / 7.45	eV


[4]
Computed, not measured: the molecule C3H7NOS in a non-equilibrium geometry, with ωB97M-V/def2-TZVPD.

```
13
Properties=species:S:1:pos:R:3:lowdin_charge:R:1
S -1.41424 1.99352 -1.08801 0.6923
O 2.64761 -1.22841 1.46394 0.0155
N 0.81207 -0.09109 0.84958 0.0175
C 1.48088 -1.23187 1.13800 -0.3679
C -0.75633 0.28985 -1.04370 -0.5277
C -0.56800 -0.07435 0.43588 -0.2998
H 1.34337 0.76219 0.90162 0.1500
H -1.21156 0.52200 1.08084 0.0954
H -1.39184 -0.37702 -1.61143 0.0630
H -0.97909 -1.06955 0.64050 0.1139
H -1.07234 2.34606 -2.33453 -0.1554
H 0.23407 0.30373 -1.49147 0.0698
H 0.87541 -2.14506 1.05878 0.1333
```

Results
energy above the lowest of the compared OMol25 structures with the same formula, charge and spin	67.3	kJ/mol
LUMO	0.79	eV
highest occupied orbital energy	-9.44	eV
SMILES string	O=CNCCS
DFT total energy	-646.686328	hartree
spin multiplicity	1
gap between HOMO and LUMO	10.23	eV